(1)
{
  "formula": "C38H60N3O20PS",
  "method": "the ωB97M-V functional and the def2-TZVPD basis",
  "elements": ["S", "P", "O", "O", "O", "O", "O", "O", "O", "O", "O", "O", "O", "O", "O", "O", "O", "O", "O", "O", "O", "O", "N", "N", "N", "C", "C", "C", "C", "C", "C", "C", "C", "C", "C", "C", "C", "C", "C", "C", "C", "C", "C", "C", "C", "C", "C", "C", "C", "C", "C", "C", "C", "C", "C", "C", "C", "C", "C", "C", "C", "C", "C", "H", "H", "H", "H", "H", "H", "H", "H", "H", "H", "H", "H", "H", "H", "H", "H", "H", "H", "H", "H", "H", "H", "H", "H", "H", "H", "H", "H", "H", "H", "H", "H", "H", "H", "H", "H", "H", "H", "H", "H", "H", "H", "H", "H", "H", "H", "H", "H", "H", "H", "H", "H", "H", "H", "H", "H", "H", "H", "H", "H"],
  "xyz": [[1.666633, -3.523036, 0.223664], [-4.415628, -1.698174, 2.186190], [-5.409656, -3.062436, 2.208641], [0.660399, -2.722840, 11.579695], [2.398511, -6.146406, -5.497608], [-1.139693, -0.502705, 6.609390], [0.699696, 6.238036, -3.333884], [0.678125, -5.618722, -4.293306], [0.534623, -9.812968, -5.804397], [-0.814463, -1.366647, 12.640391], [0.892139, 6.292563, -1.074359], [-0.363426, -0.975936, 10.557911], [6.250945, 9.509771, -6.104145], [2.633389, -6.077831, -3.242407], [6.298257, 7.285750, -5.661112], [-5.235953, 6.480081, 1.827452], [4.577103, 8.434465, -5.019115], [-1.042036, 6.763240, -2.158053], [0.795601, -11.868208, -6.437820], [-3.248077, 7.319301, 2.023559], [-5.029230, 8.715351, 2.151377], [-1.124775, -11.295186, -5.374740], [0.110839, -3.251020, -0.415442], [-4.655464, -0.993419, 0.580854], [1.544070, -3.243268, 1.838782], [-0.356168, -2.478759, 8.642194], [-0.272377, 0.741737, 3.509637], [3.931996, 9.696341, -4.845908], [-0.693546, -13.320715, -7.702474], [-0.293996, -8.785743, -5.258306], [-0.038881, -11.023457, -5.819316], [-0.562004, -2.923957, 0.753667], [-6.661873, 6.617737, 1.756687], [-2.589360, -2.188210, 2.204287], [-1.767011, -2.167485, 3.490978], [-0.088501, -1.779049, 11.590831], [-0.114340, 1.856906, 2.534593], [3.933481, -8.025993, -5.300791], [-2.212466, 2.909357, 3.570103], [0.209897, -2.900497, 2.066691], [8.674447, 7.707388, -5.338577], [0.068286, -5.480330, -3.009212], [-2.358543, 1.796620, 4.512060], [-1.104824, 2.941089, 2.559786], [-2.006043, -2.556378, 0.904098], [-1.573020, -0.520680, 5.481872], [0.301870, -1.299035, 9.328069], [1.975758, -5.951314, -4.243601], [0.252827, 6.425780, -2.087287], [-2.388214, -1.750190, 4.880534], [-1.672982, 6.897275, -0.885268], [2.229469, 4.356707, -3.117709], [-0.370327, -2.542433, 3.399540], [3.766469, -6.555946, -5.632904], [-0.691869, -2.201155, 13.790974], [0.319382, -13.212783, -6.579612], [-1.382668, 0.689350, 4.478080], [-4.556019, 7.616020, 2.023705], [2.070370, 5.828499, -3.444414], [-7.094338, 7.161553, 0.409286], [-2.401814, 8.463679, 2.125051], [5.756911, 8.509990, -5.650394], [7.594039, 7.189141, -6.267302], [-2.667022, 9.079050, 2.984886], [7.607616, 7.705503, -7.229627], [-0.281047, -12.919479, -8.630809], [-0.663511, -9.057320, -4.268625], [4.957694, -8.350004, -5.492297], [-0.982784, -14.360743, -7.861739], [-0.017921, -6.458511, -2.532116], [-4.624249, -1.741442, -0.122758], [-1.423632, -2.297346, 8.508214], [0.518196, -0.053986, 3.449664], [-3.406109, -1.330944, 4.638755], [-0.259964, -3.387443, 9.240319], [0.309573, -7.885321, -5.166892], [-1.770774, 5.919511, -0.411163], [-1.379429, 8.110616, 2.254462], [8.622933, 7.202882, -4.371220], [-1.124584, -8.579854, -5.935182], [-2.410021, -2.605754, 5.603787], [2.710629, 6.452668, -2.817349], [-1.203654, -1.706026, 14.615081], [-2.454772, 9.046023, 1.203721], [3.249750, -8.634458, -5.897290], [-4.908649, -3.896789, 2.145078], [2.365213, 6.002608, -4.479962], [-1.593480, -12.745472, -7.478972], [3.702490, -8.222759, -4.252473], [9.663376, 7.547616, -5.771089], [-0.976120, 3.758033, 1.804204], [-1.123557, 7.582418, -0.239906], [1.977002, 4.153975, -2.075433], [3.256979, 4.032867, -3.290389], [-8.182508, 7.178433, 0.332022], [-6.689237, 6.549076, -0.399341], [-3.225613, 1.822525, 5.218774], [1.557376, 3.752867, -3.731547], [-0.933092, -5.079134, -3.159013], [-7.076783, 5.618412, 1.894541], [3.837440, 10.227282, -5.793379], [0.291023, -2.536051, 4.306036], [1.189746, -13.826387, -6.816167], [0.728534, 1.829182, 1.800758], [-2.639079, -2.564860, -0.019666], [0.613767, -4.792833, -2.372788], [0.098489, -2.660526, 7.667662], [8.552575, 8.774873, -5.147955], [4.418227, -5.927252, -5.022195], [4.039067, -6.386319, -6.675370], [1.366033, -1.475297, 9.501478], [0.352911, -2.344986, 14.067718], [4.482184, 10.298732, -4.121484], [-7.029495, 7.236363, 2.578247], [2.933588, 9.506516, -4.453927], [0.220281, -0.419017, 8.690452], [-1.175535, -3.161797, 13.606846], [7.764551, 6.130328, -6.466784], [-2.940090, 3.765441, 3.595379], [-6.724480, 8.176749, 0.255981], [-3.838349, -0.397113, 0.380203], [-0.086425, -13.578578, -5.633843], [-2.671227, 7.302441, -1.046675]],
  "atomic_forces_ev_per_a": [[-1.0, 0.3, 0.1], [-0.5, 1.4, 0.7], [1.7, 0.2, -0.5], [-0.1, 0.2, 0.1], [-0.2, 0.3, 0.2], [-0.5, 0.1, -1.0], [-0.2, 0.3, 0.2], [0.2, 0.0, 0.0], [0.0, -0.3, 0.1], [0.2, 0.0, -0.1], [-0.1, 0.1, -0.1], [0.1, 0.0, 0.4], [-0.1, -0.2, 0.0], [-0.1, 0.1, -0.1], [-0.3, 0.1, -0.1], [0.3, 0.1, 0.2], [0.1, -0.1, -0.2], [0.2, 0.0, 0.0], [0.0, 0.2, 0.3], [-0.2, 0.0, 0.1], [0.1, -0.2, 0.1], [0.2, 0.0, 0.0], [1.1, 0.4, 4.5], [0.8, -1.4, 0.4], [-2.7, 0.4, -1.2], [-0.1, -0.4, 0.3], [-0.8, 1.5, -0.4], [-0.3, 0.3, 0.1], [-0.2, 0.3, -0.1], [-0.1, 0.4, 0.2], [0.1, 0.0, -0.3], [-1.4, 0.7, 1.6], [-0.6, 0.1, -0.2], [2.0, -1.6, -2.0], [1.8, -1.0, -1.4], [-0.2, 0.1, -0.3], [-2.5, -0.3, 2.2], [-0.2, -0.1, 0.2], [1.7, -1.2, -0.6], [0.6, -0.3, -1.1], [-0.1, 0.2, 0.2], [-0.4, 0.0, 0.2], [1.7, 0.3, -1.8], [0.0, -1.9, 1.6], [0.4, 0.2, 2.0], [0.0, 0.1, -1.1], [0.2, -0.1, -0.6], [0.0, -0.2, -0.2], [0.0, -0.2, -0.2], [0.6, 0.8, -1.0], [-0.3, 0.0, 0.3], [-0.2, -0.1, 0.2], [-2.0, 0.3, -1.2], [0.6, -0.4, -0.1], [0.0, -0.1, 0.4], [-0.2, -0.5, -0.2], [0.2, 1.4, -1.1], [-0.1, -0.2, -0.2], [0.6, -0.3, -0.1], [0.2, 0.2, -0.2], [0.4, 0.3, 0.1], [0.1, -0.1, 0.2], [0.6, 0.0, -0.1], [-0.1, 0.0, -0.1], [-0.1, 0.1, 0.2], [0.1, -0.1, 0.0], [-0.1, -0.1, -0.1], [0.0, 0.1, 0.0], [0.1, 0.0, 0.0], [0.1, 0.1, 0.1], [-0.2, 0.3, 0.0], [0.1, 0.1, -0.1], [-1.1, 0.8, 0.3], [0.8, -0.6, 0.5], [0.2, 0.1, 0.0], [0.1, -0.2, -0.2], [0.1, 0.1, 0.1], [-0.2, -0.2, 0.0], [0.0, -0.1, -0.1], [0.0, -0.1, 0.1], [-0.1, 0.9, -0.6], [-0.2, 0.0, 0.1], [0.0, 0.1, -0.2], [-0.1, 0.1, 0.1], [0.1, 0.1, -0.1], [-0.3, 0.4, -0.2], [-0.3, 0.1, 0.0], [0.0, -0.1, 0.1], [0.1, 0.1, 0.0], [-0.1, 0.0, 0.0], [-0.4, -0.7, 1.0], [0.1, -0.2, -0.1], [0.1, 0.1, 0.0], [0.0, 0.1, 0.0], [0.0, -0.1, 0.0], [-0.1, -0.1, 0.1], [1.0, -0.2, -0.7], [0.1, 0.1, -0.1], [0.1, 0.0, -0.2], [0.3, 0.0, 0.0], [0.2, 0.0, 0.1], [-0.7, -0.1, -1.1], [0.1, 0.3, 0.1], [-0.9, 0.1, 0.8], [0.6, 0.0, 1.1], [0.1, -0.1, 0.0], [0.0, 0.1, 0.0], [0.0, 0.0, -0.1], [-0.2, 0.0, 0.1], [-0.3, 0.1, 0.0], [-0.1, -0.1, 0.2], [-0.1, -0.1, -0.1], [0.0, 0.0, -0.2], [0.2, 0.1, -0.1], [0.1, -0.2, 0.0], [-0.2, 0.1, 0.3], [0.2, 0.0, 0.0], [-0.3, 0.0, 0.1], [0.8, -1.1, 0.0], [-0.1, 0.0, 0.1], [-0.6, -0.1, 0.2], [0.0, 0.2, 0.0], [0.1, -0.1, -0.3]],
  "charge": 0,
  "gap_ha": 0.2651,
  "homo_energy_ev": -8.72,
  "energy_ev": -105921.832,
  "multiplicity": 1
}

---

(2)
{
  "formula": "C38H61Cl2MgN2O2P2SSi",
  "method": "the ωB97M-V functional and the def2-TZVPD basis",
  "elements": ["Cl", "Cl", "S", "P", "P", "Si", "Mg", "O", "O", "N", "N", "C", "C", "C", "C", "C", "C", "C", "C", "C", "C", "C", "C", "C", "C", "C", "C", "C", "C", "C", "C", "C", "C", "C", "C", "C", "C", "C", "C", "C", "C", "C", "C", "C", "C", "C", "C", "C", "C", "H", "H", "H", "H", "H", "H", "H", "H", "H", "H", "H", "H", "H", "H", "H", "H", "H", "H", "H", "H", "H", "H", "H", "H", "H", "H", "H", "H", "H", "H", "H", "H", "H", "H", "H", "H", "H", "H", "H", "H", "H", "H", "H", "H", "H", "H", "H", "H", "H", "H", "H", "H", "H", "H", "H", "H", "H", "H", "H", "H", "H"],
  "xyz": [[1.753853, -5.104888, 2.282795], [0.452780, -2.549829, 1.704527], [0.351862, 2.734536, 0.418700], [-2.572120, -1.783594, 0.056420], [-2.810228, 1.506211, 0.044021], [3.545670, -0.231072, -0.519266], [1.269968, 0.339285, 0.485813], [-0.245120, 0.754538, 4.221643], [0.705714, 0.254749, 2.258639], [-5.310345, 1.032761, -1.144371], [-5.208346, -1.739967, -0.804399], [-4.181840, -0.985588, -0.497692], [5.598290, 1.215791, -2.064741], [-8.609248, 0.071426, -2.346640], [-7.469529, -1.923086, -1.600305], [3.506314, 0.642557, -3.286597], [1.593875, 2.938441, 4.341618], [-4.257507, 0.470717, -0.598971], [-1.373754, -0.907092, -2.257081], [2.593607, -2.403932, -2.131782], [2.148403, 4.204475, 4.401351], [0.435023, 1.050953, 3.250614], [0.645100, -4.220680, 1.215231], [3.786775, -2.050123, -1.221009], [-3.046019, 2.999010, -1.008553], [4.136295, -0.738722, 2.275498], [-3.563700, 2.049207, 1.714401], [4.074793, 1.047044, -1.916427], [-3.643075, 0.781137, 2.579844], [-6.359454, 0.246378, -1.507140], [-8.586262, -1.327639, -2.110177], [-6.331209, -1.139166, -1.287858], [4.708651, 0.007988, 1.049533], [2.134498, 4.995062, 3.257387], [5.094288, -2.278300, -1.998151], [-3.220458, -3.410945, 0.638298], [1.050062, 3.207683, 1.983730], [-0.601371, -3.095448, -1.329336], [-1.832296, -2.231322, -1.626306], [3.753046, -3.061971, -0.063045], [4.715170, 1.506269, 1.428700], [-4.933123, 2.723046, 1.640154], [-2.747354, -2.972082, -2.597523], [1.047775, 2.429821, 3.162342], [6.162833, -0.453380, 0.866967], [1.592368, 4.505509, 2.078846], [3.474599, 2.432726, -1.611775], [-7.519918, 0.840748, -2.060308], [-2.583931, 3.030632, 2.367715], [6.644773, 0.009019, 0.001510], [-0.319398, -4.700616, 1.262507], [-4.275558, 0.010708, 2.122133], [6.039852, 1.684463, -1.180976], [3.632773, -4.082943, -0.463396], [-7.419824, -2.991807, -1.421775], [2.416261, 0.520548, -3.249055], [-0.715262, -0.353291, -1.583397], [1.574834, 5.120532, 1.187398], [3.837728, 3.161249, -2.357609], [-5.698803, 2.098681, 1.185695], [3.103308, -0.456787, 2.494985], [-3.531593, -3.283639, 1.677523], [1.565635, 2.311399, 5.224193], [-4.069837, -3.745413, 0.047714], [-0.830205, -1.100464, -3.188858], [-9.503570, 0.530539, -2.751906], [4.735722, -0.480205, 3.162461], [5.816758, 1.869742, -2.924070], [2.581024, 4.572269, 5.325039], [5.186438, -3.341554, -2.277087], [5.137682, -1.694763, -2.920716], [5.971549, -2.017773, -1.398074], [-1.632490, 2.554689, 2.591632], [3.702546, 1.919901, 1.520831], [4.170582, -1.824499, 2.166387], [-3.592753, -2.361745, -2.915261], [4.679546, -3.052016, 0.518302], [5.203057, 1.638398, 2.405135], [-4.073344, 1.027158, 3.558717], [-3.143228, -3.893485, -2.158468], [2.386919, 2.422667, -1.661969], [2.534086, -1.778562, -3.026284], [-2.585976, 2.805181, -1.980072], [-2.386529, 3.900726, 1.737696], [3.942730, -0.281266, -3.674900], [-0.886988, -4.096948, -0.990235], [6.750644, -0.183691, 1.759128], [-2.512965, 3.834191, -0.553822], [-4.099606, 3.234228, -1.150582], [1.056269, -4.240432, 0.215863], [2.923800, -2.863085, 0.623809], [6.229831, -1.540008, 0.752453], [-4.887624, 3.663655, 1.081912], [-7.517119, 1.913255, -2.225003], [-2.425338, -4.158594, 0.614519], [0.027287, -2.635936, -0.558537], [-2.647726, 0.359659, 2.752133], [-2.226224, -0.260412, -2.491078], [3.739368, 2.813650, -0.621908], [1.646490, -2.289391, -1.588061], [-2.171717, -3.241966, -3.493466], [6.112379, 0.263044, -2.234610], [2.549628, 5.997657, 3.281919], [2.669620, -3.454425, -2.462703], [-3.012013, 3.380835, 3.315945], [-9.463508, -1.922927, -2.335633], [0.002224, -3.208789, -2.236631], [3.725279, 1.438137, -4.015687], [5.262247, 2.116543, 0.704199], [-5.255047, 2.954818, 2.664778]],
  "atomic_forces_ev_per_a": [[0.0, -0.1, 0.0], [0.1, 0.2, 0.8], [0.4, -0.3, 0.0], [-0.2, 0.0, 0.0], [-0.4, 0.0, 0.1], [0.4, -0.2, -0.2], [-0.4, 1.1, -0.1], [0.1, -0.1, -0.1], [-0.2, -0.2, 0.9], [0.3, 0.1, 0.2], [0.3, 0.1, 0.1], [-0.1, 0.1, 0.0], [0.0, -0.1, -0.1], [-0.1, -0.2, 0.0], [0.1, 0.0, 0.1], [0.0, 0.0, 0.0], [0.0, 0.0, 0.0], [0.0, -0.2, -0.1], [-0.1, -0.1, -0.1], [0.0, 0.1, 0.2], [0.0, 0.0, 0.0], [0.1, -0.2, -0.5], [0.3, -0.1, 0.2], [0.0, 0.0, -0.1], [-0.1, -0.1, 0.0], [0.1, 0.1, 0.0], [0.1, -0.2, -0.1], [0.1, 0.1, 0.0], [0.0, 0.0, 0.0], [-0.1, 0.0, 0.0], [-0.1, 0.2, 0.0], [0.0, -0.1, 0.0], [0.0, 0.1, 0.1], [-0.1, -0.1, -0.1], [0.0, -0.1, 0.0], [-0.1, 0.2, 0.0], [0.1, 0.1, 0.1], [-0.2, 0.1, -0.2], [0.0, 0.2, 0.0], [0.0, 0.0, -0.1], [0.0, -0.1, 0.0], [0.1, 0.1, 0.0], [0.0, -0.1, 0.0], [0.0, 0.1, -0.1], [0.0, 0.0, 0.0], [0.0, -0.2, 0.1], [0.2, 0.1, 0.0], [0.1, 0.1, 0.0], [0.0, -0.1, 0.1], [0.0, -0.1, 0.1], [-0.1, -0.2, 0.0], [0.0, 0.1, 0.1], [0.0, 0.0, -0.1], [0.0, 0.1, 0.1], [0.0, 0.1, 0.0], [0.1, 0.0, 0.0], [0.0, 0.0, 0.0], [0.0, 0.0, 0.0], [0.0, -0.1, 0.1], [0.0, -0.1, -0.1], [0.0, 0.0, 0.0], [0.0, 0.0, -0.1], [-0.1, 0.0, 0.0], [0.0, -0.1, 0.0], [0.0, 0.0, 0.0], [0.0, 0.0, 0.0], [-0.1, 0.0, -0.1], [0.0, -0.1, 0.1], [0.0, 0.0, 0.0], [0.0, 0.1, 0.0], [0.0, -0.1, 0.1], [-0.1, -0.1, -0.1], [0.0, 0.0, 0.0], [0.1, 0.0, 0.0], [0.0, 0.1, 0.0], [0.0, 0.0, 0.0], [-0.1, 0.0, 0.0], [0.0, 0.0, -0.1], [0.0, 0.0, -0.1], [0.0, 0.1, 0.0], [0.0, 0.0, 0.0], [0.0, -0.1, 0.1], [0.0, 0.0, 0.0], [0.0, 0.0, 0.0], [-0.1, 0.1, 0.0], [0.0, 0.1, -0.1], [-0.1, 0.0, -0.1], [0.0, -0.1, 0.0], [0.0, 0.1, 0.0], [0.1, -0.1, 0.0], [0.1, 0.0, -0.1], [0.0, 0.1, 0.0], [0.0, -0.1, 0.0], [0.0, -0.1, 0.0], [0.0, 0.1, 0.0], [-0.3, -0.1, -0.5], [-0.1, 0.0, 0.0], [0.1, 0.0, 0.0], [0.0, 0.0, -0.1], [0.5, 0.0, -0.2], [-0.1, 0.0, 0.1], [-0.1, 0.1, 0.0], [0.0, 0.0, 0.0], [0.0, 0.1, 0.1], [0.0, 0.0, -0.1], [0.0, 0.0, 0.0], [-0.2, -0.1, 0.0], [-0.1, -0.1, 0.1], [-0.1, -0.1, 0.1], [0.0, 0.0, -0.1]],
  "charge": -1,
  "gap_ha": 0.2209,
  "homo_energy_ev": -4.38,
  "energy_ev": -115256.994,
  "de_lowest_ev": 0.000,
  "multiplicity": 1
}

---

Computed LUMO (Eh) in order:
-0.05546; 0.06010